1.
DFT (ωB97M-V/def2-TZVPD) results for a single C6H5NOS molecule.

Results
* HOMO level (spin up / spin down): -4.41 / -8.98 eV
* multiplicity: 3
* E_tot: -20668.902 eV
* E_LUMO (spin up / spin down): 0.67 / -3.61 eV

Positions of all 14 atoms, in Å:
C -1.8678 0.4383 2.2049
C 1.4610 -0.6208 -0.2984
C 0.3620 -0.5835 0.5395
C 1.5904 0.6010 -0.8011
C -0.1868 0.6486 0.4637
C -1.6136 1.1464 0.9964
N -1.6982 -0.3213 3.0567
O 0.6025 1.3660 -0.4172
S -2.8214 0.8248 -0.3404
H 2.1846 -1.4385 -0.4464
H -0.1131 -1.4960 0.9901
H 2.1573 0.9491 -1.6654
H -1.4161 2.2445 1.1405
H -3.0383 -0.3608 0.2251

Results of the Löwdin charge analysis, in e, for atoms 1 through 5: -0.31, -0.06, -0.04, -0.13, -0.23

2.
DFT (ωB97M-V/def2-TZVPD) results for a molecular structure, C20H41BNO8PtS4.

Results
* charge: +1
* HOMO level (spin up / spin down): -9.84 / -9.84 eV
* multiplicity: 3
* E_tot: -86524.036 eV
* E_LUMO (spin up / spin down): -2.88 / -4.61 eV

Positions of all 76 atoms, in Å:
Pt 8.4952 -10.4273 1.8518
B 9.0213 -12.1366 3.2900
H 8.3065 -11.3669 3.5366
H 9.8473 -11.6712 2.7750
H 9.3530 -12.4948 4.2523
H 8.6042 -12.9353 2.6964
C 3.3675 -12.5301 3.0068
C 4.5193 -12.9774 3.8959
C 5.5563 -13.6657 2.9008
S 5.6768 -12.7010 1.4441
O 6.1156 -13.4688 0.2617
O 6.4534 -11.4942 1.7729
C 3.8613 -12.2992 1.5556
H 2.7764 -11.7152 3.4247
H 2.6267 -13.3200 2.8833
H 4.3356 -13.7270 4.6656
H 4.9847 -12.1176 4.3778
H 5.0661 -14.5639 2.5255
H 6.5697 -13.9155 3.2153
H 3.3489 -13.0931 1.0123
H 3.6532 -11.4084 0.9629
C 9.5323 -14.3991 -1.9526
C 9.2028 -15.3315 -0.7774
C 9.4469 -14.6119 0.6135
S 10.2506 -12.9825 0.2394
O 11.4662 -12.8753 1.0337
O 9.3150 -11.8386 0.2233
C 10.6939 -13.4863 -1.4736
H 8.6507 -13.7704 -2.0770
H 9.7581 -14.8921 -2.8981
H 9.8826 -16.1818 -0.8314
H 8.1935 -15.6745 -1.0047
H 10.2975 -15.0735 1.1150
H 8.6457 -14.5528 1.3502
H 11.6040 -14.0796 -1.3851
H 10.9222 -12.6276 -2.1049
C 4.6466 -8.9111 5.5140
C 6.1081 -8.4684 5.7987
C 6.4607 -7.4529 4.6837
S 5.8725 -8.1263 3.1420
O 6.8463 -9.1213 2.6540
O 5.4018 -7.0586 2.2620
C 4.4646 -9.0131 3.9538
H 3.8828 -8.2253 5.8807
H 4.3399 -9.8550 5.9647
H 6.6124 -9.4030 5.5532
H 6.2451 -8.1521 6.8327
H 7.5027 -7.1331 4.6893
H 5.8511 -6.6130 5.0168
H 4.2343 -9.9787 3.5035
H 3.5916 -8.4228 3.6753
C 11.7935 -10.6779 5.7209
C 10.9762 -10.1928 6.8832
C 9.6366 -9.5391 6.4586
S 10.1798 -8.6402 4.8717
O 10.3199 -7.2492 5.0733
O 9.3442 -9.1391 3.7581
C 11.8673 -9.4678 4.7231
H 11.3447 -11.5299 5.2103
H 12.7900 -11.0215 5.9985
H 11.6050 -9.4308 7.3439
H 10.8955 -10.9355 7.6769
H 9.1921 -8.8589 7.1852
H 9.0024 -10.3774 6.1701
H 12.5363 -8.6506 4.9930
H 12.1551 -9.7552 3.7118
N 10.4412 -14.8145 4.3667
C 9.7667 -15.8384 4.9204
C 10.5660 -16.9127 4.9330
C 11.8027 -16.5474 4.4623
C 11.7269 -15.1979 4.1778
H 10.1303 -13.8616 4.2417
H 8.7874 -15.6369 5.3288
H 10.3390 -17.8455 5.4277
H 12.7123 -17.1249 4.3891
H 12.4527 -14.4774 3.8308

Results of the Löwdin charge analysis, in e, for atoms 1 through 5: 1.29, -0.50, -0.04, -0.05, -0.01

3.
DFT (ωB97M-V/def2-TZVPD) results for 2 unconnected molecules or ions with the total composition C3H7N2O2.

Results
* charge: +1
* HOMO level: -13.29 eV
* multiplicity: 1
* E_tot: -10290.774 eV
* E_LUMO: -3.22 eV

Positions of all 14 atoms, in Å:
C -1.8354 0.7566 -0.2338
C 2.5301 0.2644 0.0731
C 3.6599 -0.3344 0.1014
N -0.9457 -0.1802 -0.4277
N -2.9759 0.5716 0.3775
O 1.4727 0.7704 -0.0234
O -1.1698 -1.4135 0.1724
H -1.5963 1.7263 -0.6550
H 4.4039 -0.1329 -0.6478
H 0.0529 0.0925 -0.5578
H 3.9461 -0.9990 0.8949
H -3.6596 1.3073 0.4658
H -3.1750 -0.3316 0.7947
H -0.7080 -2.0974 -0.3343

Results of the Löwdin charge analysis, in e, for atoms 1 through 5: -0.11, -0.22, 0.06, 0.01, 0.21

4.
DFT (ωB97M-V/def2-TZVPD) results for a gas-phase ion, CH4O2PS (charge -1).

Results
* charge: -1
* HOMO level: -3.39 eV
* multiplicity: 1
* E_tot: -25321.968 eV
* SMILES: [O-]P(O)CS
* E_LUMO: 3.74 eV

Positions of all 9 atoms, in Å:
O 1.7248 -0.1709 -0.7748
P 1.1052 -0.0270 0.5395
O 0.5043 -1.8447 1.1104
C -0.6604 0.7972 0.1039
S -1.0260 0.6112 -1.6979
H 0.4002 -1.6247 1.9603
H -0.7345 1.9251 0.1088
H -1.4358 0.1783 0.6480
H 0.1222 0.1553 -1.9981

Results of the Löwdin charge analysis, in e, for atoms 1 through 5: -0.60, 0.61, -0.40, -0.73, 0.52

5.
DFT (ωB97M-V/def2-TZVPD) results for a molecular structure, C9H18F3O7P2S4Sr.

Results
* charge: -1
* HOMO level: -5.26 eV
* multiplicity: 1
* E_tot: -94876.865 eV
* E_LUMO: 1.90 eV

Positions of all 44 atoms, in Å:
Sr 0.5878 0.1452 1.6757
C 1.5101 1.3909 -2.9507
C 0.9579 2.6897 -2.3567
S -0.2769 2.4989 -1.0482
C -1.4533 1.4401 -1.9209
C -2.6573 1.1520 -1.0301
S -2.3248 0.0960 0.3955
C -2.6469 -1.5665 -0.2213
C -1.7588 -2.0756 -1.3566
S -0.0066 -2.1067 -0.9081
C 0.7519 -1.8306 -2.5309
C 2.1664 -1.2709 -2.3859
S 2.2584 0.3755 -1.6553
H 2.2456 1.6571 -3.7142
H 0.7035 0.8664 -3.4680
H 0.5436 3.2943 -3.1676
H 1.7707 3.2700 -1.9169
H -0.9722 0.4957 -2.1813
H -1.7799 1.9250 -2.8462
H -3.4671 0.7158 -1.6204
H -3.0455 2.0864 -0.6199
H -3.6917 -1.6380 -0.5326
H -2.5341 -2.1864 0.6712
H -1.8874 -1.4355 -2.2337
H -2.1005 -3.0730 -1.6422
H 0.1369 -1.1300 -3.1031
H 0.7926 -2.7570 -3.1085
H 2.6613 -1.2965 -3.3592
H 2.7572 -1.8935 -1.7130
O 1.0463 2.3697 4.3862
P -0.4321 1.8579 3.9806
O -1.4522 2.2589 4.9564
O -0.5094 2.0779 2.4914
O -0.0863 0.1852 4.0762
P -0.9974 -1.2318 3.8300
O -0.5035 -2.1244 5.0664
O -2.4339 -0.9425 3.9059
O -0.3690 -1.7871 2.5617
H 1.0981 2.6689 5.2971
H 0.3863 -2.4634 4.9262
F 4.2849 0.4319 1.0693
C 3.3123 -0.5203 1.3579
F 3.8011 -1.0892 2.5323
F 3.6137 -1.5305 0.4116

Results of the Löwdin charge analysis, in e, for atoms 1 through 5: 1.30, -0.54, -0.55, 0.87, -0.54

Q: Among the records above, which one has the lowest E_tot?
A: C9H18F3O7P2S4Sr

Q: Which of these has the highest E_tot?
A: C3H7N2O2

Q: Number 2 is which compound?
A: C20H41BNO8PtS4